{
  "formula": "C31H33Cl3MoN5O2S",
  "method": "ωB97M-V/def2-TZVPD",
  "elements": ["Mo", "C", "C", "C", "C", "C", "C", "C", "S", "O", "O", "N", "C", "C", "C", "C", "C", "N", "H", "H", "H", "H", "H", "H", "H", "H", "H", "H", "H", "C", "C", "N", "C", "C", "N", "C", "C", "H", "H", "H", "H", "H", "H", "H", "H", "H", "H", "H", "H", "H", "Cl", "C", "C", "C", "C", "C", "C", "C", "H", "H", "H", "H", "H", "H", "Cl", "C", "C", "C", "C", "C", "Cl", "C", "N", "H", "H", "H"],
  "xyz": [[0.32210, 0.34250, -0.36250], [-7.85938, -0.59038, 3.75051], [-6.46137, -0.70362, 3.21573], [-5.91210, -1.94361, 2.90362], [-4.61461, -2.05311, 2.42792], [-3.86946, -0.89600, 2.26150], [-4.39286, 0.36054, 2.55355], [-5.68395, 0.44444, 3.03357], [-2.25894, -1.02141, 1.60472], [-1.98585, -2.37069, 1.20793], [-1.40687, -0.60576, 2.85315], [-1.98017, 0.13732, 0.63189], [-2.49342, 0.30119, -0.66145], [-3.80965, 0.15938, -1.07697], [-4.09652, 0.43988, -2.40186], [-3.09062, 0.86208, -3.26422], [-1.81073, 0.98992, -2.76699], [-1.52467, 0.71034, -1.49246], [-8.41360, -1.51700, 3.61585], [-8.40337, 0.21450, 3.25666], [-7.83794, -0.36295, 4.81792], [-6.50758, -2.83842, 3.03122], [-4.18499, -3.01437, 2.18191], [-3.79763, 1.25087, 2.39465], [-6.10540, 1.41453, 3.26597], [-4.57604, -0.15949, -0.38471], [-5.11069, 0.33325, -2.76372], [-3.29572, 1.08511, -4.30054], [-0.97897, 1.31062, -3.37996], [1.06122, 2.28999, 2.37164], [0.10735, 1.97620, 1.23714], [1.81995, -0.23191, 1.17126], [3.06012, 0.12959, 1.81034], [2.87393, 0.70214, 3.22084], [1.47568, 1.22057, 3.44167], [0.52010, 0.13421, 4.06333], [-0.08073, -1.03408, 3.31710], [0.66940, 3.09646, 2.99798], [2.02910, 2.61255, 1.98522], [0.14305, 2.90233, 0.64214], [-0.90728, 1.95621, 1.64513], [3.47151, 0.89188, 1.15263], [3.80872, -0.67075, 1.84657], [3.55876, 1.53497, 3.38570], [3.05939, -0.03533, 4.00110], [1.58846, 1.80488, 4.26856], [-0.33014, 0.69252, 4.45254], [1.11045, -0.21145, 4.91017], [-0.03796, -1.05620, 1.08823], [1.98498, -1.68205, 2.88987], [7.13567, 2.14253, 0.55857], [5.54051, 2.01795, -0.12387], [4.61414, 3.02135, 0.10475], [3.33591, 2.90260, -0.42850], [2.95147, 1.78512, -1.17354], [1.55333, 1.59489, -1.63179], [3.92380, 0.80623, -1.40996], [5.20611, 0.91657, -0.90019], [4.89770, 3.89485, 0.67751], [2.62024, 3.70171, -0.26534], [1.51659, 1.18090, -2.64360], [1.02169, 2.55466, -1.64558], [3.65598, -0.06842, -1.99232], [5.94624, 0.15103, -1.09200], [0.99312, -3.54982, -2.85516], [1.15616, -3.72932, -1.14985], [1.44419, -4.96991, -0.61236], [1.58577, -5.15789, 0.76177], [1.43687, -4.08233, 1.61806], [1.16304, -2.86912, 1.03194], [0.96190, -1.36038, 1.97156], [0.97863, -2.58889, -0.33905], [0.67265, -1.35463, -0.84101], [1.55938, -5.80736, -1.28666], [1.81076, -6.13944, 1.15343], [1.52898, -4.17796, 2.69326]],
  "e_above_lowest_kj_mol": 1309.2,
  "gap_ev": [6.47, 6.48],
  "max_force_ha_per_bohr": 0.0119,
  "e_lumo_ev": [-2.59, -2.60],
  "charge": 1,
  "e_homo_ev": [-9.1, -9.1],
  "molar_mass_g_mol": 742.0
}



{
  "formula": "C31H33Cl60NO2P",
  "method": "ωB97M-V/def2-TZVPD",
  "elements": ["C", "C", "C", "C", "C", "P", "N", "C", "C", "O", "C", "C", "O", "C", "C", "C", "C", "C", "C", "C", "H", "H", "H", "H", "H", "H", "H", "H", "H", "H", "H", "H", "H", "H", "H", "H", "H", "H", "H", "H", "H", "H", "H", "H", "H", "H", "H", "H", "H", "H", "H", "H", "H", "C", "Cl", "Cl", "Cl", "Cl", "C", "Cl", "Cl", "Cl", "Cl", "C", "Cl", "Cl", "Cl", "Cl", "C", "Cl", "Cl", "Cl", "Cl", "C", "Cl", "Cl", "Cl", "Cl", "C", "Cl", "Cl", "Cl", "Cl", "C", "Cl", "Cl", "Cl", "Cl", "C", "Cl", "Cl", "Cl", "Cl", "C", "Cl", "Cl", "Cl", "Cl", "C", "Cl", "Cl", "Cl", "Cl", "C", "Cl", "Cl", "Cl", "Cl", "C", "Cl", "Cl", "Cl", "Cl", "C", "Cl", "Cl", "Cl", "Cl", "C", "Cl", "Cl", "Cl", "Cl", "C", "Cl", "Cl", "Cl", "Cl"],
  "xyz": [[2.07442, 0.79574, 2.71056], [1.60921, 1.01398, 1.48636], [0.83056, 1.08895, 0.04735], [-0.73319, 1.37602, 0.43835], [-1.85528, 0.86448, -0.60724], [-2.29159, -1.02909, -0.59377], [-2.71116, -2.80635, -0.54506], [-1.20267, -1.40124, 0.92636], [0.00995, -2.20815, 0.94210], [-0.95918, -1.47910, -1.61236], [-0.85794, -1.04304, -2.92689], [0.71611, -0.98211, -3.37972], [1.16646, -2.32120, -3.72492], [1.78753, -3.02082, -2.61431], [1.01190, -4.46075, -2.47373], [-3.60480, -0.90284, -1.99050], [-4.99946, -1.64459, -1.47874], [-3.98972, 0.50387, -2.59860], [-5.02695, 1.50020, -1.91529], [-5.49742, 1.33822, -0.40615], [2.04823, 0.65912, 3.85989], [1.28645, 1.96702, -0.53353], [0.98073, 0.05880, -0.43316], [-0.96744, 1.22945, 1.54782], [-0.78186, 2.54564, 0.31463], [-2.77818, 1.52165, -0.32137], [-1.50346, 1.27320, -1.61499], [-3.34403, -0.68142, 0.31477], [-2.16455, -3.29375, -1.27109], [-2.54037, -3.19180, 0.39584], [-1.53034, -0.99408, 1.97091], [0.91305, -1.94913, 1.63175], [0.12632, -3.08684, 0.21696], [-1.32044, -0.06328, -3.28953], [-1.29379, -1.86357, -3.64359], [1.37632, -0.40954, -2.63772], [0.71090, -0.37408, -4.37396], [2.88056, -3.25462, -2.94759], [1.73100, -2.42728, -1.63534], [-0.05673, -4.27933, -2.88589], [1.54554, -5.26139, -3.10926], [0.92793, -4.77215, -1.35679], [-3.40945, -1.62768, -2.89156], [-5.82935, -1.12436, -2.12131], [-5.03949, -2.75019, -1.76102], [-5.25302, -1.40129, -0.39018], [-4.52234, 0.22486, -3.61390], [-3.11342, 1.15068, -3.02515], [-6.00944, 1.58205, -2.54517], [-4.58125, 2.57979, -1.99945], [-6.46554, 0.68860, -0.37715], [-4.74257, 0.94362, 0.35473], [-5.84021, 2.38496, -0.01747], [1.64832, 4.52669, 3.73960], [0.63141, 5.72518, 4.57321], [3.07666, 5.33465, 3.05629], [2.16934, 3.28324, 4.89981], [0.71567, 3.76590, 2.43287], [1.40302, -6.69863, 1.73601], [1.02020, -4.98718, 1.44816], [2.68099, -6.82381, 2.96591], [-0.05258, -7.54540, 2.30359], [1.96536, -7.44171, 0.22130], [5.13215, -0.44604, 0.14905], [3.84202, 0.31140, 1.12387], [5.82071, -1.82200, 1.04385], [4.46104, -1.02563, -1.39261], [6.41049, 0.75332, -0.16811], [-3.39214, 5.28988, 2.29248], [-2.31948, 6.70607, 2.37748], [-2.73794, 4.12110, 1.12488], [-3.50006, 4.52973, 3.89582], [-5.01156, 5.80364, 1.77069], [7.88973, 0.80901, -3.95278], [6.39573, 0.17498, -3.23352], [9.06041, -0.51209, -4.16446], [7.52662, 1.53505, -5.53501], [8.57113, 2.04662, -2.86938], [-7.07707, 9.26294, 1.49768], [-7.29363, 9.81213, -0.17930], [-8.10761, 7.84466, 1.79419], [-5.37598, 8.82358, 1.76226], [-7.53304, 10.57059, 2.61317], [-3.99758, -6.27858, -1.39502], [-3.75661, -5.89073, -3.11344], [-5.43910, -5.43154, -0.79295], [-4.22130, -8.03414, -1.20916], [-2.57501, -5.76098, -0.46676], [8.25716, -3.34904, -7.49035], [8.02534, -3.16269, -9.24360], [9.96665, -3.70514, -7.15345], [7.79280, -1.84434, -6.66729], [7.24581, -4.68530, -6.89782], [3.38636, 5.59953, -1.14869], [1.87869, 4.91843, -0.49646], [4.58873, 4.30372, -1.33668], [3.05774, 6.34157, -2.73129], [4.01512, 6.83482, -0.03471], [7.18691, 5.97740, -5.36497], [5.84971, 6.69181, -4.43652], [7.88731, 4.62374, -4.45181], [6.56842, 5.38382, -6.92279], [8.43852, 7.20757, -5.65412], [-1.15868, 1.08695, 5.75506], [-0.75025, 2.77879, 5.39295], [0.02160, 0.42661, 6.91068], [-2.78854, 1.00836, 6.46271], [-1.11727, 0.13326, 4.25632], [-7.88835, 4.49676, -2.33895], [-8.38350, 6.16660, -2.69912], [-6.81052, 4.49059, -0.92609], [-9.32816, 3.51378, -1.99027], [-7.03176, 3.81687, -3.73979], [0.05659, -5.10141, 5.57675], [1.73491, -5.44782, 6.05251], [0.04006, -4.30512, 3.98540], [-0.86223, -6.62119, 5.49478], [-0.68826, -4.02521, 6.78198], [8.47965, -4.81161, 3.08690], [7.54355, -3.77497, 1.98762], [9.43925, -3.79562, 4.18626], [7.36905, -5.82566, 4.03518], [9.56777, -5.85070, 2.13928], [-3.42000, -2.64574, 9.50456], [-4.18764, -1.33188, 10.42436], [-2.02726, -2.00444, 8.60593], [-2.87000, -3.91140, 10.62551], [-4.59475, -3.33500, 8.36281]],
  "e_above_lowest_kj_mol": 0.0,
  "gap_ev": 5.81,
  "max_force_ha_per_bohr": 0.1327,
  "e_lumo_ev": 1.31,
  "charge": -1,
  "e_homo_ev": -4.5,
  "molar_mass_g_mol": 2609.8
}



{
  "formula": "C31H33FN5O8V",
  "method": "ωB97M-V/def2-TZVPD",
  "elements": ["V", "C", "C", "N", "C", "C", "C", "O", "O", "C", "O", "C", "C", "C", "F", "C", "C", "C", "N", "C", "C", "N", "C", "C", "H", "H", "H", "H", "H", "H", "H", "H", "H", "H", "H", "H", "H", "H", "H", "H", "H", "H", "O", "C", "C", "C", "C", "C", "C", "C", "C", "N", "H", "H", "H", "H", "H", "H", "H", "H", "H", "H", "H", "O", "C", "O", "C", "C", "C", "C", "C", "C", "N", "O", "O", "H", "H", "H", "H"],
  "xyz": [[0.24306, -0.56903, -0.64006], [-7.23178, -1.47606, 1.14033], [-6.67978, -1.17642, -0.24013], [-5.23130, -1.45711, -0.34075], [-4.37906, -0.44235, -0.19116], [-3.01181, -0.54995, -0.27509], [-2.24652, 0.71665, -0.02577], [-2.80748, 1.77914, -0.00822], [-0.94771, 0.57373, 0.22563], [-2.44238, -1.79705, -0.61423], [-1.21058, -1.97037, -0.87375], [-3.35438, -2.92335, -0.66622], [-2.86680, -4.21401, -0.91862], [-3.72350, -5.26507, -1.01196], [-3.20877, -6.49445, -1.20571], [-5.12564, -5.11556, -0.89980], [-5.60416, -3.83760, -0.66802], [-4.73761, -2.74050, -0.53990], [-6.01664, -6.19063, -1.04903], [-5.59864, -7.48458, -1.58534], [-6.83791, -8.34451, -1.83234], [-7.97908, -7.44908, -2.22938], [-8.40843, -6.56066, -1.07175], [-7.18771, -6.29893, -0.19492], [-8.30050, -1.26519, 1.16149], [-6.75274, -0.85143, 1.89390], [-7.08052, -2.51810, 1.42553], [-6.80023, -0.12636, -0.49904], [-7.18424, -1.73529, -1.02700], [-4.81300, 0.53462, -0.01576], [-1.80269, -4.37424, -1.02354], [-6.66846, -3.67429, -0.61760], [-4.93288, -8.04494, -0.92430], [-5.07334, -7.32716, -2.52687], [-7.17517, -8.88025, -0.94775], [-6.66904, -9.06446, -2.62945], [-8.76958, -8.00358, -2.55842], [-7.68497, -6.86048, -3.00983], [-9.20844, -7.07582, -0.54388], [-8.79877, -5.64857, -1.51782], [-7.05884, -7.09859, 0.54246], [-7.35147, -5.38902, 0.37342], [1.89760, 0.69644, -0.21539], [3.27030, 0.25053, -0.16487], [3.62883, -0.74974, -1.24803], [2.76656, -2.03096, -1.28505], [2.35145, -2.50472, 0.07761], [3.06559, -3.42387, 0.83161], [2.65316, -3.70548, 2.12213], [1.53549, -3.06417, 2.64170], [0.86151, -2.16921, 1.83850], [1.26454, -1.91025, 0.58806], [1.80363, 1.41306, -0.88854], [3.40502, -0.17208, 0.83106], [3.90880, 1.12972, -0.23576], [4.67358, -1.02549, -1.08628], [3.58191, -0.27590, -2.22973], [3.31705, -2.82154, -1.79423], [1.87992, -1.86963, -1.91596], [3.93872, -3.89949, 0.40594], [3.20416, -4.41443, 2.72561], [1.19796, -3.24691, 3.65130], [-0.00942, -1.62788, 2.18760], [0.95493, 2.21998, -2.26471], [0.09813, 1.41273, -2.56220], [0.26743, 0.09702, -2.40785], [-1.30009, 1.77146, -2.94536], [-2.20241, 0.75904, -3.26500], [-3.55819, 1.02135, -3.27085], [-3.96857, 2.30585, -2.96926], [-3.09821, 3.35514, -2.75294], [-1.73960, 3.07320, -2.73491], [-5.41964, 2.53610, -2.79313], [-6.09884, 1.55963, -2.51313], [-5.83610, 3.65946, -2.92774], [-1.84067, -0.24172, -3.45326], [-4.29177, 0.25274, -3.46354], [-3.47870, 4.34280, -2.53942], [-1.02096, 3.83921, -2.47874]],
  "e_above_lowest_kj_mol": 0.0,
  "gap_ev": [8.25, 8.27],
  "max_force_ha_per_bohr": 0.0077,
  "e_lumo_ev": [-5.21, -5.25],
  "charge": 2,
  "e_homo_ev": [-13.5, -13.5],
  "s2": 2.01,
  "multiplicity": 3,
  "molar_mass_g_mol": 673.6
}



{
  "formula": "C31H33GeN7NiO6",
  "method": "ωB97M-V/def2-TZVPD",
  "elements": ["Ni", "O", "C", "O", "C", "C", "C", "C", "C", "N", "C", "O", "O", "H", "H", "H", "H", "C", "C", "C", "C", "N", "C", "N", "N", "N", "H", "H", "H", "H", "H", "H", "H", "H", "H", "H", "Ge", "C", "C", "C", "C", "C", "C", "C", "C", "C", "C", "C", "C", "H", "H", "H", "H", "H", "H", "H", "H", "H", "H", "H", "O", "C", "N", "C", "O", "C", "C", "C", "C", "N", "C", "H", "H", "H", "H", "H", "H", "H", "H"],
  "xyz": [[0.10412, -0.24090, -1.08801], [2.41492, -0.25240, -4.50791], [1.88492, -0.24380, -3.31801], [0.68062, -0.21140, -3.09531], [2.82032, -0.28660, -2.15751], [4.20122, -0.43600, -2.12451], [4.82632, -0.43600, -0.88101], [4.07422, -0.28840, 0.27799], [2.69422, -0.15820, 0.14749], [2.11282, -0.16020, -1.03901], [1.69952, 0.06150, 1.25889], [1.92502, -0.15200, 2.41279], [0.52782, 0.51660, 0.79589], [1.75402, -0.21820, -5.22341], [4.76452, -0.53910, -3.03751], [5.89822, -0.54900, -0.82401], [4.52632, -0.27830, 1.25789], [-6.13668, 0.56090, -1.91641], [-6.03678, -0.01900, -0.50741], [-5.91438, -1.53960, -0.52761], [-4.87638, 0.62250, 0.28589], [-3.60318, 0.43520, -0.34981], [-2.90818, 1.28180, -1.12971], [-1.77648, 0.69140, -1.46091], [-1.82178, -0.50630, -0.88961], [-2.89408, -0.66900, -0.22231], [-7.02888, 0.17690, -2.40351], [-5.28318, 0.27860, -2.53221], [-6.21318, 1.64620, -1.88831], [-6.94888, 0.24260, 0.03829], [-5.00588, -1.86560, -1.03341], [-6.76518, -1.96770, -1.05261], [-5.90818, -1.93430, 0.48649], [-4.81628, 0.15850, 1.27339], [-5.04768, 1.69630, 0.38919], [-3.24938, 2.25170, -1.42481], [0.56132, 2.50390, 0.56989], [1.17942, 2.71210, -1.31061], [2.53382, 2.79420, -1.62021], [2.94292, 3.02720, -2.92151], [2.00332, 3.17720, -3.92961], [0.65382, 3.11700, -3.62771], [0.24442, 2.89540, -2.32321], [1.60352, 3.21310, 2.08689], [0.88632, 3.71220, 3.16679], [1.55082, 4.31420, 4.21979], [2.92922, 4.43980, 4.18839], [3.64722, 3.94030, 3.11409], [2.99002, 3.31530, 2.06909], [-0.95858, 2.63570, 0.72189], [3.28022, 2.68520, -0.84461], [3.99542, 3.11270, -3.14571], [2.32612, 3.35820, -4.94421], [-0.08368, 3.26320, -4.40151], [-0.80838, 2.90240, -2.08681], [-0.19358, 3.63770, 3.17359], [0.98672, 4.69420, 5.05609], [3.44532, 4.92950, 4.99939], [4.72062, 4.04200, 3.08779], [3.56862, 2.90310, 1.25179], [-0.00918, -3.65480, 5.41289], [-0.07068, -4.72830, 4.53379], [0.11822, -4.18090, 3.21009], [-0.31818, -4.81650, 2.10749], [-0.92258, -5.86370, 2.13369], [-0.00738, -4.16750, 0.77789], [0.14492, -5.01760, -0.31521], [0.36642, -4.47110, -1.56581], [0.41212, -3.09270, -1.68571], [0.25332, -2.27210, -0.64651], [0.04032, -2.79420, 0.56249], [0.00442, -3.96710, 6.32499], [-1.04038, -5.25220, 4.56459], [0.71532, -5.47550, 4.74539], [0.65052, -3.32330, 3.18549], [0.06842, -6.08510, -0.16961], [0.47952, -5.09740, -2.43561], [0.55962, -2.63560, -2.65421], [-0.12448, -2.09880, 1.37469]],
  "e_above_lowest_kj_mol": 125.6,
  "gap_ev": [7.54, 7.54],
  "max_force_ha_per_bohr": 0.0452,
  "e_lumo_ev": [-6.25, -6.26],
  "charge": 2,
  "e_homo_ev": [-13.8, -13.8],
  "s2": 2.01,
  "multiplicity": 3,
  "molar_mass_g_mol": 731.0
}